# 1
DFT (wB97M-V/def2-TZVPD) results for one molecule with the formula C17H19N3O3 at a distorted geometry.

Each line ends with the Mulliken charge.
Element x y z (Å)
N  1.04  0.88  3.63  -0.45
H  -2.72  -2.48  6.46  0.38
C  0.85  0.71  -3.17  -0.90
C  0.76  1.06  -5.63  0.43
C  1.54  -1.23  -1.67  -0.71
C  1.28  -0.64  2.10  0.65
N  0.16  1.06  -4.39  0.21
H  1.06  -1.33  -3.76  0.29
N  0.44  -1.14  2.94  -0.51
O  1.69  0.59  2.47  -0.13
H  -2.37  1.01  -6.15  0.27
H  -1.24  -2.24  4.48  0.46
C  -1.56  1.68  -5.86  -0.45
C  -1.46  0.60  7.08  -0.56
H  -1.52  1.39  7.81  0.39
H  1.63  -2.31  0.89  0.36
C  -0.64  0.73  5.98  -0.48
H  -0.04  1.62  5.83  0.46
C  -2.13  -1.58  6.32  -0.58
H  -1.94  2.70  -5.93  0.27
C  0.31  -0.17  3.89  0.28
C  -2.21  -0.56  7.25  -0.34
O  1.92  0.80  -5.82  -0.60
O  -1.89  1.45  -3.45  -0.60
H  1.90  0.98  -3.30  0.38
H  -2.86  -0.66  8.12  0.38
C  -1.31  -1.45  5.22  -0.26
H  -0.34  -1.02  -2.72  0.33
H  -0.04  -0.85  -0.25  0.35
H  0.41  1.30  -2.37  0.35
C  0.72  -0.78  -2.88  -0.51
C  -0.28  1.46  -6.65  -0.38
C  1.78  -1.23  0.84  -0.76
H  1.50  -2.31  -1.61  0.38
H  2.85  -1.02  0.74  0.36
C  -0.56  -0.30  5.05  0.28
H  2.58  -0.94  -1.82  0.33
H  -0.37  0.66  -7.39  0.27
H  1.15  0.44  -0.35  0.33
H  0.06  2.35  -7.18  0.27
C  1.02  -0.64  -0.36  -0.57
C  -1.18  1.40  -4.42  0.36

Its multiplicity is 1. The HOMO energy is -0.3314 hartree. For the energy relative to the best compared isomer or geometry (same formula, charge and spin), the calculation gives 48.68 kJ/mol.

---

# 2
DFT (wB97M-V/def2-TZVPD) results for C17H19N4PdSi as an isolated structure at a distorted geometry.

Each line ends with the Mulliken charge.
Element x y z (Å)
H  -2.00  4.68  -3.68  0.40
C  2.25  -2.32  -0.31  0.53
H  -1.88  -1.93  -2.40  0.39
C  -2.24  4.96  -1.56  -0.76
H  -2.31  5.00  0.57  0.41
H  0.57  0.25  2.83  0.42
C  -0.07  1.77  1.44  0.64
C  -1.00  -1.35  -2.07  -0.97
Si  -0.42  -2.07  -0.47  0.51
H  0.30  1.73  4.79  0.41
H  0.54  -4.10  -1.53  0.38
N  3.58  -5.07  1.13  -0.39
Pd  0.45  0.36  0.22  -0.14
H  -0.31  2.91  -3.42  0.34
C  -0.62  3.89  2.34  -0.48
H  -1.62  -0.61  1.25  0.45
C  0.22  1.28  2.70  -0.30
C  -0.90  3.55  -0.13  0.59
H  0.41  -4.32  0.24  0.35
C  -0.75  3.37  -2.54  -0.77
H  -1.02  -4.43  -0.78  0.39
H  -1.31  -0.31  -2.01  0.29
N  3.15  -3.15  -0.39  -0.46
C  -0.50  3.06  1.21  0.35
C  -1.85  4.55  -0.30  -0.80
C  -1.70  4.37  -2.69  -0.64
H  -2.35  -2.16  0.90  0.40
C  3.37  -4.17  0.44  0.46
N  0.64  1.93  -1.16  -0.44
H  0.76  1.49  -2.07  0.34
C  -1.38  -1.66  1.06  -1.08
C  -0.07  -3.89  -0.64  -1.18
H  -2.99  5.74  -1.66  0.41
C  0.08  2.10  3.80  -0.75
C  -0.33  3.42  3.61  -0.79
C  -0.36  2.97  -1.27  1.08
N  1.43  -1.44  -0.26  -0.37
H  -0.91  4.92  2.21  0.41
H  -0.24  -1.46  -2.84  0.34
H  -0.42  4.08  4.46  0.40
H  1.54  2.33  -0.92  0.26
H  -0.94  -2.11  1.96  0.35

Its multiplicity is 1. The HOMO energy is -0.4364 hartree. For the energy relative to the best compared isomer or geometry (same formula, charge and spin), the calculation gives 0.00 kJ/mol. Its total charge is +1.

---

# 3
DFT (wB97M-V/def2-TZVPD) results for a 2-piece molecular cluster, C17H19NO overall at a distorted geometry.

Each line ends with the Mulliken spin population.
Element x y z (Å)
H  3.12  3.46  -3.17  0.00
C  -4.07  -2.15  -1.23  -0.06
C  1.67  1.99  -0.95  0.00
C  -3.68  -3.47  -1.37  0.14
C  -2.60  -4.03  -0.63  0.03
H  2.36  0.59  -3.00  0.00
C  -0.75  -2.36  1.91  0.26
C  -2.00  -3.18  0.26  0.02
N  -0.84  -3.39  1.05  0.14
C  1.94  2.69  1.31  0.00
O  1.47  2.97  2.57  0.00
C  -2.11  -0.16  2.26  0.01
H  -2.25  -5.04  -0.75  0.00
C  3.19  3.21  1.01  0.00
H  3.93  0.81  -3.92  0.00
H  0.85  2.30  2.88  0.00
H  3.75  3.73  1.78  0.00
C  -1.63  -1.37  1.51  0.23
H  -0.58  -4.33  1.33  -0.01
C  1.24  1.95  0.37  0.00
H  4.50  2.58  -2.83  0.00
H  4.62  3.57  -0.46  0.00
H  0.20  1.65  0.45  0.00
H  -4.11  -4.15  -2.08  0.01
H  -1.35  0.37  2.82  0.00
H  -0.13  -2.53  2.78  0.01
H  1.07  1.66  -1.79  0.00
H  -2.63  0.55  1.60  0.02
C  -3.43  -1.29  -0.34  0.17
H  -3.04  -0.47  2.73  0.03
H  -4.93  -1.79  -1.77  0.00
H  -3.63  -0.23  -0.29  0.00
C  3.66  3.09  -0.29  0.00
C  3.41  2.50  -2.73  0.00
H  2.28  1.46  -4.35  0.00
C  -2.51  -1.89  0.53  0.00
C  2.92  2.50  -1.31  0.00
C  3.01  1.26  -3.57  0.00

Its multiplicity is 2. The HOMO energy (spin up / spin down) is -0.3819 / -0.3818 hartree. For the energy relative to the best compared isomer or geometry (same formula, charge and spin), the calculation gives 146.66 kJ/mol. Its total charge is +1.

---

# 4
DFT (wB97M-V/def2-TZVPD) results for one molecule with the formula C17H19NO3S at a distorted geometry.

Each line ends with the Mulliken charge.
Element x y z (Å)
C  -0.96  2.56  0.28  0.22
H  -5.10  1.04  1.60  0.43
H  -3.06  -1.22  -1.40  0.41
C  1.66  -1.20  0.37  0.15
H  3.44  1.58  1.75  0.36
C  3.26  2.05  0.79  -1.58
H  -5.30  -1.88  -1.73  0.32
C  2.92  0.99  -0.27  2.28
O  0.32  2.11  0.18  -0.09
C  2.06  -3.36  1.11  -0.53
H  2.58  -4.14  1.63  0.40
C  -2.04  0.49  -0.66  -0.50
C  -5.32  -2.15  -0.67  -0.80
H  -4.50  -2.83  -0.45  0.33
C  -3.10  -0.39  -0.71  -0.43
H  3.87  -0.78  -1.10  0.46
H  0.40  -4.48  0.22  0.44
C  -4.21  -0.20  0.12  0.92
H  4.17  2.58  0.49  0.43
H  3.49  2.20  -1.96  0.48
C  -3.18  1.78  1.01  -0.65
C  -4.24  0.90  0.97  -0.54
C  2.61  1.66  -1.62  -1.68
H  4.92  0.63  -0.96  0.48
H  2.46  2.77  0.89  0.34
O  -1.12  3.74  0.40  -0.59
C  2.48  -2.01  1.11  -0.49
N  0.50  0.73  0.33  -0.50
S  0.33  -2.11  -0.30  -0.08
H  4.51  -0.30  0.47  0.33
H  1.79  2.37  -1.52  0.34
H  2.34  0.92  -2.36  0.37
H  -1.20  0.33  -1.32  0.66
C  1.67  0.24  0.16  0.12
H  -6.27  -2.65  -0.45  0.24
C  4.12  0.07  -0.47  -2.09
H  3.33  -1.67  1.65  0.46
H  -3.20  2.64  1.66  0.44
C  0.93  -3.56  0.39  -0.52
C  -2.06  1.57  0.21  0.11
O  -5.29  -1.01  0.16  -0.45

Its multiplicity is 1. The HOMO energy is -0.3177 hartree. For the energy relative to the best compared isomer or geometry (same formula, charge and spin), the calculation gives 301.31 kJ/mol.

---

# 5
DFT (wB97M-V/def2-TZVPD) results for C17H20BrN4O4PtS as an isolated structure at a distorted geometry.

Each line ends with the Mulliken charge.
Element x y z (Å)
H  0.16  -3.85  -6.16  0.49
C  -0.40  4.14  0.87  -0.24
C  0.09  2.47  2.38  0.90
H  -0.80  6.74  0.61  0.39
H  2.93  2.77  -6.27  0.37
H  1.78  1.78  -3.61  0.38
C  1.19  -3.52  -6.26  -0.78
H  -0.54  7.12  2.33  0.40
H  0.69  -0.18  -5.52  0.41
O  -1.22  1.03  -1.84  -0.55
C  3.88  -2.87  -6.41  -0.45
H  3.18  -0.25  -5.85  -0.23
H  4.34  1.80  -6.65  0.40
H  3.93  -4.05  -8.20  0.44
H  3.85  2.02  -4.97  0.33
C  3.32  -3.68  -7.39  -0.51
H  -0.46  4.44  -0.16  0.42
H  3.60  -1.92  -4.52  0.49
C  1.66  -0.09  -2.98  0.23
H  -0.95  5.19  4.05  0.51
N  1.56  0.83  -3.91  0.04
H  -0.19  2.85  4.47  0.41
H  1.49  -4.52  -8.13  0.43
C  -0.25  3.25  3.47  -0.58
O  -2.37  -0.72  -2.33  -0.39
H  4.93  -2.62  -6.47  0.46
C  3.10  -2.39  -5.36  -0.25
O  -0.76  -0.81  -0.90  -0.54
C  3.48  1.87  -5.99  -1.41
Br  0.74  0.67  2.52  0.02
Pt  0.30  1.03  -0.13  1.00
H  1.46  -1.94  -2.28  0.33
H  -2.11  6.63  1.80  0.35
C  1.73  -2.66  -5.30  0.93
C  -0.67  4.54  3.22  -0.30
O  -0.35  -2.32  -4.17  -0.44
N  1.48  -1.39  -3.14  0.11
N  -1.52  -0.20  -1.72  1.33
H  0.74  1.59  -5.64  0.52
N  -0.01  2.89  1.11  -0.58
C  1.97  -3.97  -7.32  -0.53
C  2.61  0.65  -6.14  0.39
H  2.34  0.51  -7.20  0.41
C  -1.04  6.45  1.62  -1.41
C  -0.71  5.04  1.91  0.60
S  2.25  0.46  -1.40  -0.03
C  0.82  -2.16  -4.25  -0.30
C  1.30  0.70  -5.33  -0.96

Its multiplicity is 1. The HOMO energy (spin up / spin down) is -0.6135 / -0.6124 hartree. For the energy relative to the best compared isomer or geometry (same formula, charge and spin), the calculation gives 233.77 kJ/mol. Its total charge is +3.

---

# 6
DFT (wB97M-V/def2-TZVPD) results for one molecule with the formula C17H20Cl2N2S at a distorted geometry.

Each line ends with the Mulliken charge.
Element x y z (Å)
C  -0.35  -0.49  5.58  -1.41
H  -1.22  -0.93  6.04  0.36
C  1.55  -3.88  -5.46  0.33
C  0.69  -1.95  -3.63  0.77
C  -0.42  -0.18  -0.40  0.48
H  1.35  2.76  1.81  0.44
C  -1.59  1.64  5.04  -1.34
Cl  2.09  -5.13  -6.53  -0.20
C  -1.11  0.27  1.76  0.15
H  1.81  1.46  0.75  0.41
H  0.15  0.07  -3.02  0.30
H  0.06  -2.21  -0.91  0.37
H  -0.75  4.19  1.08  0.37
H  0.27  1.54  -1.52  0.45
H  -0.49  3.99  -0.66  0.36
C  -0.26  2.13  0.47  1.57
C  1.10  -4.25  -4.21  -0.70
H  -2.49  1.25  5.50  0.34
Cl  0.99  0.12  -5.52  -0.22
C  -0.90  3.51  0.25  -1.80
C  1.11  -1.56  -4.93  0.32
C  1.24  2.37  0.81  -1.86
H  0.24  0.06  6.33  0.39
C  1.53  -2.53  -5.87  -0.63
N  -0.73  -0.61  0.79  -0.54
H  0.28  -1.26  5.13  0.37
H  -1.88  2.34  4.27  0.35
C  -0.75  0.52  4.47  0.53
H  1.68  3.10  0.12  0.40
H  -1.02  2.16  5.82  0.36
H  1.83  -2.24  -6.89  0.39
N  -0.92  1.58  1.65  -0.40
H  0.38  -3.68  -2.31  0.29
C  0.27  -0.95  -2.65  0.04
C  -0.49  1.27  -0.77  -1.07
H  1.07  -5.29  -3.90  0.36
C  -0.04  -1.22  -1.33  -0.56
H  -1.49  1.48  -1.16  0.41
C  0.72  -3.31  -3.27  -0.62
S  -1.72  -0.39  3.25  -0.23
H  0.14  0.89  4.00  0.21
H  -1.96  3.36  0.06  0.45

Its multiplicity is 1. The HOMO energy is -0.3070 hartree. For the energy relative to the best compared isomer or geometry (same formula, charge and spin), the calculation gives 23.58 kJ/mol.

---

# 7
DFT (wB97M-V/def2-TZVPD) results for a 14-piece molecular cluster, C17H20Cl39N2O2S overall at a distorted geometry.

Each line ends with the Mulliken charge.
Element x y z (Å)
O  -3.06  -1.77  -6.69  -0.57
Cl  1.93  3.76  1.67  -0.10
C  9.46  2.57  -1.42  0.04
C  0.99  -2.07  5.32  -0.01
C  6.75  -2.75  -0.26  0.04
Cl  7.53  -1.17  -0.30  -0.06
Cl  -0.71  -1.60  5.15  -0.12
Cl  -4.99  7.46  7.93  -0.10
H  -1.31  -0.50  2.66  0.01
Cl  3.79  -7.33  2.69  -0.11
C  -2.72  -1.23  -4.07  -0.57
H  -3.69  -0.96  -3.64  0.36
H  -0.96  3.48  6.44  0.31
C  -5.89  6.02  8.45  -0.01
Cl  1.14  -3.82  5.42  -0.10
Cl  -2.73  8.28  4.64  -0.10
Cl  -5.10  0.53  3.92  -0.05
H  -5.26  -2.74  -6.35  0.15
Cl  4.57  -4.89  1.32  -0.06
H  1.53  5.28  -0.06  0.44
Cl  -1.72  1.48  5.47  0.00
Cl  1.95  -1.45  3.98  -0.09
Cl  8.34  3.93  -1.35  -0.12
C  -1.63  0.71  -2.69  -0.78
Cl  4.21  -4.35  -4.26  -0.10
Cl  -5.57  -0.64  1.29  -0.11
Cl  1.21  3.20  -1.11  -0.23
C  -1.21  0.32  1.96  0.17
C  -1.62  -0.46  -3.35  0.19
H  -2.54  -2.31  -3.94  0.49
N  -0.31  0.86  -2.31  0.62
H  1.48  -0.26  -2.61  0.21
Cl  3.39  -1.97  -2.81  -0.14
Cl  1.31  -6.40  -5.41  -0.10
Cl  0.53  -5.31  -7.98  -0.11
H  3.98  -5.17  3.57  0.25
C  0.41  -0.12  -2.74  -0.34
Cl  1.91  -5.13  2.48  -0.11
S  -2.62  -0.73  -5.82  0.98
Cl  -1.34  4.08  4.20  0.03
Cl  0.26  1.22  2.36  0.01
Cl  -0.16  7.39  5.65  -0.12
O  -3.32  0.52  -5.91  -0.59
Cl  1.71  -3.04  -4.95  -0.18
H  1.37  -1.64  6.24  0.32
C  3.38  -2.81  -4.38  0.04
Cl  -2.63  1.35  2.09  -0.08
C  -1.73  3.23  5.71  -0.25
H  -2.49  1.34  -2.52  0.41
H  -1.28  -0.47  -6.01  0.15
H  3.90  -2.19  -5.10  0.36
C  -5.78  -3.37  -5.64  0.25
Cl  3.32  -5.88  -7.44  -0.10
H  1.52  -7.38  -7.53  0.36
Cl  7.89  -4.01  0.21  -0.10
Cl  9.15  1.58  -2.85  -0.11
Cl  -5.13  5.30  9.87  -0.12
Cl  -4.91  -4.90  -5.52  -0.13
H  0.05  1.66  -1.76  -0.16
H  -0.60  8.88  3.90  0.34
Cl  -1.10  -0.37  0.33  -0.10
H  5.95  -2.72  0.48  0.19
C  3.61  -5.58  2.64  0.04
Cl  -0.94  6.78  2.92  -0.05
Cl  -5.98  4.85  7.13  -0.12
Cl  -5.79  -2.55  -4.07  -0.14
C  -1.05  7.96  4.24  -0.09
Cl  -7.48  1.24  2.42  -0.12
H  -0.06  -1.86  -3.84  0.07
H  -6.89  6.32  8.71  0.35
C  -6.32  -0.04  2.78  -0.04
Cl  9.36  1.59  0.05  -0.11
H  10.47  2.97  -1.49  0.31
Cl  -7.42  -3.63  -6.22  -0.12
Cl  -3.28  3.77  6.34  -0.02
C  1.07  4.35  0.25  -0.07
N  -0.35  -1.00  -3.39  0.57
C  1.65  -6.37  -7.14  -0.04
Cl  -0.62  4.65  0.64  -0.13
Cl  6.03  -3.12  -1.84  -0.09
H  -6.86  -0.86  3.24  0.33

Its multiplicity is 1. The HOMO energy is -0.4526 hartree. For the energy relative to the best compared isomer or geometry (same formula, charge and spin), the calculation gives 0.00 kJ/mol. Its total charge is +1.

---

# 8
DFT (wB97M-V/def2-TZVPD) results for one molecule with the formula C17H20F3N3O2 at a distorted geometry.

Each line ends with the Mulliken charge.
Element x y z (Å)
F  5.00  -0.42  1.66  -0.29
H  -0.56  -3.27  -0.08  0.41
H  1.60  -2.08  -0.27  0.44
H  4.16  -0.26  -2.22  0.43
C  -3.18  1.58  -0.60  -0.75
H  -3.04  -3.83  0.70  0.34
C  4.72  -0.64  0.37  0.79
C  1.24  2.93  0.97  -1.43
H  0.75  -0.55  -0.57  -0.05
C  -0.13  2.36  1.01  0.95
C  1.93  2.10  -1.30  -0.41
H  -3.96  -0.22  0.30  0.30
C  0.70  -1.51  -0.05  -0.47
F  5.90  -0.64  -0.28  -0.27
C  2.67  1.27  -2.13  -0.72
H  -4.04  2.16  -0.27  0.40
C  -2.28  -1.86  1.18  -0.77
N  -0.68  1.68  1.96  -0.74
C  3.75  0.34  -0.21  0.05
H  -4.26  -0.08  -1.44  0.40
H  -2.62  -0.94  1.66  0.38
C  -2.04  1.78  0.32  0.62
C  3.58  0.39  -1.58  -0.76
C  3.00  1.17  0.63  -0.31
H  -2.87  1.91  -1.59  0.25
F  4.26  -1.91  0.29  -0.26
H  0.66  -1.32  1.02  0.34
H  1.63  2.94  1.99  0.39
H  -3.75  -3.11  2.15  0.41
C  -3.40  -2.90  1.14  -1.25
C  -0.54  -2.27  -0.51  -1.22
C  2.09  2.06  0.08  0.79
H  -1.46  -2.25  1.78  0.44
N  -1.90  1.31  1.52  -0.15
H  1.21  2.78  -1.73  0.40
H  2.52  1.31  -3.19  0.43
H  3.13  1.11  1.70  0.45
C  -2.26  -0.68  -1.02  0.56
H  -4.24  -2.55  0.55  0.28
N  -1.76  -1.57  -0.14  0.48
O  -0.94  2.46  -0.07  -0.27
H  1.19  3.94  0.57  0.40
O  -1.72  -0.46  -2.09  -0.70
H  -0.53  -2.35  -1.60  0.43
C  -3.53  0.08  -0.65  -0.72

Its multiplicity is 1. The HOMO energy is -0.3339 hartree. For the energy relative to the best compared isomer or geometry (same formula, charge and spin), the calculation gives 0.00 kJ/mol.

---

Which value of energy relative to the best compared isomer or geometry (same formula, charge and spin) does entry 5 give? 233.77 kJ/mol

---

Which of these has the highest multiplicity? C17H19NO